Entry 1:
A gas-phase ion, C2H6PS2 (charge +1), computed with wB97M-V/def2-TZVPD.

Geometry (Å):
S: -2.35807 0.74122 0.18290
S: -1.81890 -1.58370 -0.31795
P: -0.49109 -0.09839 0.00441
C: 0.49584 0.43156 -1.56577
C: 0.46691 -0.23153 1.61530
H: 1.50612 -0.23163 1.32479
H: 0.27619 -1.20389 1.94040
H: -0.28076 0.21670 -2.35773
H: 0.28255 0.55538 2.32484
H: 0.51990 1.41976 -1.40953
H: 1.40130 -0.01547 -1.74167

Properties
highest occupied orbital energy = -0.532 Ha
E_tot = -1217.24234 Eh
frontier orbital gap = 7.84 eV
total charge = +1

Entry 2:
A molecular structure, C15H29IrOS, computed with wB97M-V/def2-TZVPD.

Geometry (Å):
Ir: -0.02380 0.26107 -0.06353
S: -2.15814 0.19749 2.44447
O: -1.58052 -0.55982 1.21843
C: -0.96947 2.79361 -1.93887
C: 0.56331 0.26644 -3.21104
C: 0.68098 2.26502 -0.00205
C: -3.32536 1.38996 1.75961
C: 0.30975 3.40340 0.88591
C: 1.72880 1.29803 0.25360
C: 1.00775 -4.49228 -0.15263
C: 0.59951 -3.07884 0.26860
C: 0.09486 1.97464 -1.28319
C: 1.81154 0.41741 -0.90023
C: 2.79122 -0.67646 -1.11001
C: 0.78360 0.83805 -1.84641
C: 2.59190 1.28197 1.46355
C: -0.12408 -2.31202 -0.81831
C: -3.29524 -1.07461 3.03443
H: 2.26339 -1.59711 -1.36865
H: 3.14777 0.34693 1.51646
H: -0.24009 -1.08723 -0.91356
H: 0.62145 -0.82166 -3.17292
H: -0.42495 0.55189 -3.57265
H: -2.67911 -1.93541 3.30613
H: -3.88379 0.91411 0.94288
H: -3.99101 1.71375 2.56829
H: 3.48612 -0.42317 -1.91615
H: -1.15995 -2.66461 -0.83799
H: 1.56288 -4.50310 -1.09524
H: 1.66166 -4.92634 0.60555
H: -3.96810 -1.33812 2.21283
H: -0.06966 -3.14660 1.13422
H: -0.60631 3.78577 -2.22859
H: 0.57781 3.18449 1.91968
H: 0.15260 -5.16515 -0.25469
H: -2.75536 2.25551 1.38637
H: 3.30860 2.10937 1.46791
H: 1.48635 -2.51596 0.57785
H: 0.81978 4.33304 0.60886
H: -1.80793 2.94847 -1.25339
H: 1.97341 1.38295 2.35962
H: 1.31419 0.63456 -3.91567
H: -0.76382 3.60066 0.83366
H: 0.30876 -2.57772 -1.79014
H: -1.33399 2.29577 -2.83692
H: -3.83904 -0.70372 3.90517
H: 3.35171 -0.84445 -0.19124

Properties
highest occupied orbital energy (spin up / spin down) = -0.500 / -0.627 Ha
E_tot = -1165.86027 Eh
frontier orbital gap (spin up / spin down) = 7.68 / 6.76 eV
total charge = +2
2S+1 = 5

Entry 3:
A gas-phase ion, C4H10N2O (charge +1), computed with wB97M-V/def2-TZVPD.

Geometry (Å):
O: 0.96896 -1.74776 -0.71121
N: 0.86841 -1.67822 1.56970
N: 0.52714 0.97266 -0.94793
C: 0.77988 -1.16656 0.30470
C: -0.42227 0.60680 -1.99165
C: 0.38447 0.43594 0.32324
C: -0.95381 0.68413 1.00554
H: -1.36714 0.56575 -1.45010
H: -0.54395 1.37619 -2.74948
H: -1.42407 1.61692 0.71139
H: -1.62016 -0.14051 0.73361
H: -0.88021 0.63804 2.08784
H: 1.24214 0.80758 0.90179
H: 1.47409 1.01996 -1.31840
H: 0.38508 -2.56910 1.59446
H: 0.73344 -1.05731 2.35261
H: -0.15201 -0.36450 -2.41611

Properties
highest occupied orbital energy (spin up / spin down) = -0.547 / -0.561 Ha
E_tot = -342.85710 Eh
frontier orbital gap (spin up / spin down) = 11.81 / 7.50 eV
total charge = +1
2S+1 = 2

Entry 4:
A molecular structure, C33H41BiF4Ge2N3O4, computed with wB97M-V/def2-TZVPD.

Geometry (Å):
Bi: -0.62131 0.00382 0.32786
Ge: 1.33679 -1.12680 -2.78334
Ge: -1.21770 -0.65211 -2.41057
F: 2.31184 -1.26551 0.82373
F: 4.20621 3.00145 3.57907
F: 1.55603 2.48749 3.56751
F: 4.95596 -0.70828 0.78686
O: -3.58980 2.93509 2.38207
O: 1.08918 0.92315 -0.73136
O: -2.84265 1.13306 1.29451
O: 2.68237 2.50748 -0.65874
N: -0.93388 -1.89557 2.24778
N: 0.53448 0.27816 2.15210
N: -0.54970 2.38048 0.68202
C: -0.28246 0.26017 3.34858
C: 1.87120 0.59164 2.20164
C: 2.06238 1.45588 -3.93749
C: -3.23660 -1.07465 -5.32608
C: -2.73820 -1.58851 -1.41396
C: 0.94052 -3.70248 -1.43350
C: -1.69500 1.31957 -2.48214
C: -2.04655 -2.81187 1.99244
C: -0.97460 -1.36343 -4.29960
C: 0.62509 2.93721 0.41913
C: 3.75821 1.94184 2.90208
C: -1.43944 3.03445 1.43425
C: 0.03348 4.89585 1.64173
C: 2.04461 -2.81612 -1.99976
C: 4.13642 0.08134 1.48013
C: 0.34822 -1.53976 -4.42654
C: -2.68594 2.27821 1.69137
C: 4.63903 1.16072 2.18379
C: -3.89544 -2.09639 -2.27233
C: 1.58564 2.08604 -0.38338
C: 0.95793 4.20267 0.87823
C: 2.78952 -0.19918 1.49673
C: 2.69741 0.23343 -3.28162
C: -1.63957 -2.45499 -6.44951
C: -2.55019 -2.67700 -7.46690
C: -1.96072 -1.63539 -5.36086
C: 0.25374 -2.65668 2.64398
C: -3.81195 -2.09919 -7.41986
C: -1.30539 -0.90796 3.26516
C: -4.15291 -1.30020 -6.34038
C: -1.18789 4.30238 1.93246
C: -3.04083 1.65791 -3.12139
C: 2.40153 1.67254 2.90879
H: 1.33868 -4.66783 -1.11716
H: 1.42711 1.98764 -3.22701
H: -3.50316 -0.44769 -4.48712
H: -2.91800 -2.25714 1.64307
H: 0.26363 5.88372 2.01584
H: -0.88801 1.80751 -3.03192
H: 2.83034 2.15049 -4.27973
H: -4.39157 2.40468 2.50120
H: -3.85847 1.09513 -2.66506
H: -3.02533 1.43990 -4.18766
H: 3.34491 -0.28670 -3.99384
H: -1.93303 4.80525 2.53144
H: -4.56549 -2.71684 -1.67428
H: 0.54292 -3.33198 1.83948
H: 1.08402 -1.98521 2.84069
H: -4.52330 -2.27470 -8.21576
H: -0.83074 1.20326 3.48567
H: 1.93008 4.60902 0.63584
H: -3.53003 -2.69587 -3.10495
H: -5.13649 -0.85036 -6.28939
H: 0.81532 -1.84151 -5.36225
H: -0.67062 -2.93331 -6.49828
H: -4.48340 -1.27495 -2.68004
H: -1.75477 -3.53896 1.23527
H: -2.27354 -3.30646 -8.30287
H: -2.28234 -2.44721 -0.91183
H: -1.40320 -1.38100 4.24935
H: 5.69491 1.38937 2.17270
H: 0.35427 0.13874 4.22605
H: -2.33183 -3.36432 2.89655
H: 3.29348 0.51722 -2.41682
H: 0.47144 -3.22748 -0.56571
H: -1.67510 1.73479 -1.47046
H: -3.12393 -0.91537 -0.64040
H: 0.16428 -3.88618 -2.17973
H: 0.05874 -3.24993 3.54601
H: -2.28589 -0.51698 2.98896
H: 2.80535 -2.59741 -1.25298
H: 1.44956 1.17103 -4.79484
H: -3.26034 2.72063 -3.00348
H: 2.53466 -3.30792 -2.84393

Properties
highest occupied orbital energy = -0.384 Ha
E_tot = -6514.97299 Eh
frontier orbital gap = 6.55 eV
total charge = +1

Computed ΔE to the lowest compared entry with this formula, charge and spin (kcal/mol) in order:
0.00 0.00 7.19 0.00